C42H54BiN3O2P2 | ωB97M-V/def2-TZVPD

```
104
Properties=species:S:1:pos:R:3:mulliken_charge:R:1
Bi 1.17 0.27 0.11 1.714
C 4.55 0.55 0.24 -0.635
C 4.32 0.63 -1.13 -0.461
C 3.77 1.79 -1.68 -0.207
C 3.43 2.85 -0.85 -0.152
C 3.65 2.76 0.52 -0.619
C 4.21 1.61 1.06 -0.655
H 5.02 -0.33 0.65 0.574
H 4.60 -0.19 -1.78 0.458
H 3.62 1.86 -2.75 0.551
H 3.03 3.76 -1.28 0.491
H 3.41 3.60 1.16 0.533
H 4.39 1.56 2.13 0.586
C -2.42 2.97 -2.85 -1.625
C -0.94 3.15 -2.50 0.399
C -0.76 4.21 -1.42 -1.466
P 0.00 1.59 -2.20 0.457
C 0.72 1.24 -3.88 0.558
C 1.56 -0.03 -3.96 -1.228
C -0.18 1.36 -5.11 -1.651
C -1.04 0.13 -1.68 -0.516
C -1.99 -0.54 -2.71 0.312
C -2.75 -2.93 -2.16 -1.200
C -2.83 -2.97 -0.84 -1.430
C -1.64 -2.34 -0.18 -0.338
C -1.58 -1.00 0.48 -0.156
N -0.78 -0.82 1.48 0.297
C -0.63 -1.89 2.41 -1.268
C -1.78 -2.32 3.06 -0.144
C -1.72 -3.28 4.05 -0.971
C -0.49 -3.81 4.43 -1.101
C 0.66 -3.37 3.80 -0.893
C 0.62 -2.41 2.78 0.921
P 2.12 -1.81 1.97 0.583
C 3.17 -1.05 3.28 0.748
C 3.88 -1.98 4.27 -1.572
C 2.33 0.00 4.00 -1.658
C 3.03 -3.21 1.18 0.680
C 3.06 -4.54 1.94 -1.784
C 2.48 -3.45 -0.22 -1.176
H -2.84 3.92 -3.19 0.634
H -2.99 2.65 -1.97 0.173
H -2.58 2.23 -3.63 0.207
H -0.43 3.53 -3.40 0.947
H -1.36 3.98 -0.54 0.432
H -1.09 5.18 -1.79 0.548
H 0.28 4.31 -1.11 0.119
H 1.41 2.09 -3.92 0.718
H 0.94 -0.92 -3.99 0.168
H 2.25 -0.13 -3.12 0.021
H 2.15 0.00 -4.89 0.503
H -0.81 0.48 -5.25 0.340
H 0.44 1.44 -6.00 0.479
H -0.82 2.25 -5.09 0.354
H -1.83 -0.18 -3.72 0.527
H -3.45 -3.41 -2.83 0.557
H -3.58 -3.50 -0.27 0.541
H -1.18 -3.05 0.51 0.692
H -2.73 -1.88 2.80 0.533
H -2.62 -3.61 4.54 0.437
H -0.43 -4.56 5.21 0.485
H 1.61 -3.79 4.09 0.431
H 3.94 -0.54 2.70 0.163
H 3.17 -2.49 4.92 0.289
H 4.53 -1.38 4.91 0.478
H 4.50 -2.72 3.77 0.368
H 1.55 -0.47 4.61 0.368
H 1.83 0.68 3.30 0.257
H 2.96 0.60 4.67 0.524
H 4.05 -2.82 1.10 0.538
H 2.06 -4.97 2.01 0.378
H 3.46 -4.44 2.95 0.329
H 3.69 -5.24 1.40 0.512
H 1.45 -3.82 -0.16 0.231
H 3.07 -4.21 -0.73 0.652
H 2.48 -2.55 -0.85 0.078
O -3.17 5.27 3.01 -0.522
C -3.69 4.16 2.33 -0.724
C -2.56 3.33 1.80 -0.561
C -1.24 3.61 2.14 -0.982
C -0.25 2.82 1.61 -0.557
N -0.52 1.78 0.81 0.787
C -1.78 1.47 0.49 0.733
C -2.82 2.25 0.96 0.033
C -1.98 0.23 -0.35 2.115
C -3.36 0.11 -0.93 -1.964
C -3.37 -0.22 -2.21 -0.717
C -4.57 -0.36 -3.08 -0.818
O -5.78 -0.12 -2.40 -0.552
C -1.62 -2.06 -2.61 0.053
C -0.64 -2.10 -1.41 -1.107
N 0.04 -0.83 -1.42 -1.194
H -3.88 5.79 3.39 0.345
H -4.33 4.47 1.48 0.353
H -4.30 3.53 2.99 0.353
H -1.00 4.44 2.79 0.519
H 0.80 3.01 1.82 0.194
H -3.84 2.03 0.68 0.599
H -4.27 0.29 -0.36 0.832
H -4.57 -1.34 -3.58 0.375
H -4.50 0.38 -3.88 0.293
H -6.09 -0.93 -1.99 0.364
H -1.13 -2.39 -3.53 0.686
H 0.04 -2.94 -1.46 1.097
```

Its electronic energy is -2844.3613 Eh. The total charge is +2. As for the HOMO energy: -0.4872 Eh. Its strongest force on any atom is 0.6 eV/Å. The value obtained for the HOMO-LUMO gap is 7.512 eV. As for the spin multiplicity: 1. For the energy relative to the best compared isomer or geometry (same formula, charge and spin), the calculation gives 56.4 kcal/mol.


C42H54ClF3Ge2N5O4SSiY | ωB97M-V/def2-TZVPD

```
114
Properties=species:S:1:pos:R:3:mulliken_charge:R:1
Y -0.41 1.01 -0.19 -0.544
C -2.91 1.84 2.41 -1.102
C -2.81 0.33 2.21 -0.493
N -1.43 -0.13 2.02 0.626
C -0.62 -0.22 3.24 0.343
C 0.00 1.10 3.67 -1.375
S 0.94 1.89 2.32 -0.175
C 0.24 3.58 2.25 -0.629
C -1.29 3.71 2.21 -0.958
N -2.01 2.62 1.53 0.068
H -3.95 2.13 2.26 0.429
H -2.68 2.07 3.45 0.566
H -3.29 -0.16 3.06 0.442
H -3.37 0.05 1.31 -0.002
H -1.49 -1.07 1.64 -0.094
H -1.21 -0.60 4.08 0.504
H 0.18 -0.93 3.05 -0.838
H -0.73 1.83 4.02 0.612
H 0.71 0.91 4.48 0.899
H 0.63 4.13 3.10 0.543
H 0.70 3.99 1.35 0.085
H -1.66 3.81 3.23 0.461
H -1.50 4.66 1.72 0.439
H -2.56 3.02 0.78 0.048
O 0.81 -3.55 -3.60 -0.614
C -0.50 -3.44 -3.67 0.351
O -1.15 -4.09 -4.45 -0.625
C -1.16 -2.49 -2.72 0.383
C -2.50 -2.18 -2.76 -0.151
Cl -3.64 -2.62 -3.94 -0.100
N -2.81 -1.34 -1.72 -0.186
N -1.68 -1.05 -1.00 1.454
C -0.66 -1.78 -1.58 -0.787
C 0.66 -1.74 -1.04 0.068
O 1.65 -2.19 -1.64 -0.840
O 0.81 -1.15 0.19 1.353
C -4.09 -0.89 -1.31 0.363
C -5.19 -1.73 -1.34 -0.651
C -6.44 -1.25 -0.96 -0.795
C -6.59 0.06 -0.53 -0.830
C -5.48 0.89 -0.48 -0.721
C -4.24 0.42 -0.85 0.270
H 1.20 -2.99 -2.88 0.379
H -5.09 -2.76 -1.64 0.571
H -7.29 -1.91 -0.98 0.421
H -7.56 0.43 -0.24 0.429
H -5.59 1.92 -0.16 0.516
H -3.38 1.07 -0.82 0.264
C 3.43 0.72 -2.16 -0.475
Si 2.42 2.31 -2.15 -0.004
C 2.82 3.34 -3.68 -1.118
C 2.80 3.41 -0.65 -0.685
C 0.59 1.88 -2.09 -0.561
H 4.50 0.90 -2.06 0.488
H 3.27 0.19 -3.11 0.453
H 3.12 0.03 -1.37 -0.353
H 3.90 3.52 -3.78 0.328
H 2.34 4.32 -3.63 0.306
H 2.48 2.85 -4.59 0.327
H 3.83 3.78 -0.67 0.444
H 2.66 2.90 0.31 -0.158
H 2.15 4.29 -0.67 0.324
H 0.42 1.12 -2.87 0.427
H 0.07 2.77 -2.44 0.409
C 5.32 -1.91 2.91 -1.240
Ge 3.98 -0.56 2.37 1.375
C 4.77 0.84 1.23 -0.645
C 3.24 0.23 4.03 -1.293
Ge 2.35 -2.03 1.19 -0.261
C 3.36 -3.37 0.18 0.607
C 2.91 -4.68 0.05 -0.250
C 3.67 -5.61 -0.65 -0.821
C 4.88 -5.24 -1.22 -0.631
C 5.33 -3.93 -1.09 -0.719
C 4.58 -3.00 -0.40 0.051
C 1.14 -3.00 2.42 -0.332
C -0.11 -3.49 2.05 0.020
C -0.88 -4.21 2.95 -0.808
C -0.41 -4.45 4.23 -0.652
C 0.84 -3.98 4.61 -0.810
C 1.61 -3.26 3.71 -0.032
H 6.31 -1.46 2.95 0.503
H 5.35 -2.74 2.20 0.397
H 5.09 -2.31 3.89 0.399
H 5.09 1.68 1.85 0.529
H 4.05 1.21 0.50 -0.453
H 5.63 0.45 0.70 0.479
H 4.08 0.42 4.70 0.586
H 2.55 -0.45 4.53 0.294
H 2.75 1.18 3.83 0.417
H 1.97 -4.97 0.50 0.318
H 3.31 -6.63 -0.75 0.441
H 5.46 -5.97 -1.76 0.393
H 6.28 -3.64 -1.53 0.424
H 4.92 -1.98 -0.32 0.243
H -0.48 -3.30 1.04 0.333
H -1.84 -4.59 2.64 0.495
H -1.01 -5.00 4.94 0.404
H 1.22 -4.18 5.61 0.450
H 2.60 -2.91 4.00 0.219
F -4.32 5.95 -5.27 -0.254
C -4.70 4.68 -5.06 0.758
F -4.66 4.04 -6.23 -0.261
F -5.98 4.70 -4.65 -0.245
C -3.83 4.02 -4.03 0.244
C -3.47 4.71 -2.89 -1.034
C -2.73 4.05 -1.93 -0.577
N -2.34 2.77 -2.05 0.589
C -2.68 2.13 -3.17 -0.042
C -3.42 2.70 -4.18 -1.056
H -3.77 5.74 -2.74 0.477
H -2.41 4.57 -1.03 0.533
H -2.34 1.10 -3.25 0.356
H -3.67 2.14 -5.07 0.553
```

Its electronic energy is -7847.1438 Eh. The total charge is +1. As for the HOMO energy (spin up / spin down): -0.2898 / -0.4026 Eh. Its strongest force on any atom is 1.9 eV/Å. The value obtained for the HOMO-LUMO gap (spin up / spin down) is 5.461 / 8.515 eV. As for the spin multiplicity: 2. As for the expectation value of S²: 0.7620. For the energy relative to the best compared isomer or geometry (same formula, charge and spin), the calculation gives 36.2 kcal/mol.


C42H54IrN3O4SSe | ωB97M-V/def2-TZVPD

```
106
Properties=species:S:1:pos:R:3:mulliken_charge:R:1
Ir 2.14 -0.67 -0.78 3.742
C -3.41 4.13 0.81 -2.267
C -3.12 4.11 -0.69 2.036
C -4.33 3.49 -1.42 -1.680
C -2.93 5.56 -1.17 -1.702
C -1.88 3.31 -1.04 -0.704
C -1.05 2.75 -0.05 -0.356
C 0.03 2.00 -0.41 -0.195
Se 1.32 1.34 0.85 0.273
C 0.16 0.26 1.91 0.500
C -0.37 0.75 3.06 -0.913
C -1.19 -0.06 3.88 -0.824
C -1.42 -1.38 3.50 -0.311
C -0.91 -1.95 2.35 -0.456
C -0.11 -1.10 1.48 0.159
O 0.37 -1.54 0.40 -1.342
C -1.13 -3.41 2.00 2.429
C 0.23 -4.13 1.87 -1.414
C -1.93 -4.12 3.09 -2.395
C -1.92 -3.53 0.69 -1.619
C -1.78 0.55 5.15 2.171
C -0.64 1.07 6.03 -1.699
C -2.69 1.72 4.75 -1.619
C -2.60 -0.46 5.95 -2.224
C 0.36 1.77 -1.80 0.792
O 1.27 0.96 -2.12 -1.618
C -0.42 2.46 -2.83 0.123
C -1.51 3.18 -2.40 -0.274
C 0.00 2.40 -4.29 2.041
C -0.94 3.24 -5.15 -2.270
C 1.41 2.99 -4.42 -1.704
C -0.02 0.96 -4.83 -1.562
H -4.33 4.68 0.99 0.477
H -3.55 3.12 1.20 0.517
H -2.62 4.62 1.37 0.402
H -5.23 4.05 -1.16 0.473
H -4.23 3.52 -2.50 0.333
H -4.48 2.45 -1.12 0.353
H -3.81 6.15 -0.92 0.469
H -2.06 6.02 -0.70 0.356
H -2.80 5.62 -2.25 0.357
H -1.28 2.91 0.99 0.688
H -0.16 1.77 3.37 0.643
H -2.02 -2.00 4.15 0.724
H 0.84 -3.98 2.76 0.315
H 0.05 -5.20 1.77 0.488
H 0.80 -3.79 1.01 0.031
H -1.41 -4.12 4.05 0.461
H -2.92 -3.69 3.23 0.440
H -2.07 -5.16 2.80 0.442
H -1.40 -3.06 -0.15 0.206
H -2.05 -4.58 0.45 0.513
H -2.91 -3.08 0.79 0.319
H -0.11 1.90 5.56 0.330
H -1.05 1.43 6.97 0.470
H 0.09 0.29 6.25 0.370
H -2.16 2.48 4.18 0.374
H -3.54 1.37 4.15 0.346
H -3.09 2.20 5.65 0.476
H -2.00 -1.30 6.29 0.457
H -3.00 0.04 6.83 0.452
H -3.45 -0.85 5.38 0.418
H -2.13 3.67 -3.13 0.543
H -0.92 4.30 -4.88 0.409
H -0.62 3.17 -6.19 0.461
H -1.98 2.89 -5.11 0.400
H 1.44 4.02 -4.07 0.382
H 2.15 2.41 -3.86 0.253
H 1.71 2.98 -5.47 0.475
H -1.01 0.51 -4.73 0.276
H 0.22 1.00 -5.90 0.647
H 0.70 0.33 -4.34 0.169
O 4.52 -3.14 -3.14 -0.685
C 3.65 -2.44 -2.67 0.119
O 3.83 -1.46 -1.85 -0.968
C 2.20 -2.65 -3.09 0.402
C 1.91 -3.57 -4.12 -0.569
C 0.61 -3.71 -4.50 -0.939
C -0.39 -2.93 -3.89 1.036
C -1.75 -3.00 -4.28 -0.956
C -2.69 -2.21 -3.69 -1.056
C -2.30 -1.30 -2.68 -1.238
C -1.00 -1.21 -2.27 1.027
C -0.02 -2.04 -2.87 0.300
N 1.29 -1.93 -2.48 0.198
H 2.72 -4.13 -4.55 0.575
H 0.33 -4.41 -5.29 0.482
H -2.03 -3.70 -5.06 0.435
H -3.73 -2.27 -3.99 0.449
H -3.04 -0.66 -2.22 0.576
H -0.70 -0.52 -1.50 -0.487
C 5.53 -1.29 3.66 -0.942
N 5.88 -1.32 2.26 0.044
C 7.25 -1.11 1.81 -0.654
C 7.12 -1.22 0.28 -0.637
N 5.68 -1.15 0.09 0.225
C 5.03 -1.28 1.23 0.307
S 3.33 -1.41 1.40 -0.473
H 5.53 -0.27 4.05 0.313
H 6.26 -1.88 4.22 0.316
H 4.54 -1.73 3.80 0.314
H 7.91 -1.86 2.24 0.376
H 7.59 -0.12 2.13 0.314
H 7.51 -2.17 -0.09 0.334
H 7.63 -0.41 -0.24 0.354
H 5.18 -1.22 -0.80 0.274
```

Its electronic energy is -5001.8007 Eh. The total charge is +1. As for the HOMO energy (spin up / spin down): -0.3430 / -0.3834 Eh. Its strongest force on any atom is 0.7 eV/Å. The value obtained for the HOMO-LUMO gap (spin up / spin down) is 7.029 / 5.651 eV. As for the spin multiplicity: 6. As for the expectation value of S²: 8.8280. For the energy relative to the best compared isomer or geometry (same formula, charge and spin), the calculation gives 0.0 kcal/mol.


C42H55AsN6O5ReSeSi2 | ωB97M-V/def2-TZVPD

```
113
Properties=species:S:1:pos:R:3:mulliken_charge:R:1
Re -0.11 0.03 -0.03 0.932
C 6.54 -1.95 0.57 -0.583
O 6.92 -0.59 0.53 -0.562
C 6.46 0.24 1.53 0.646
C 7.41 0.88 2.32 -0.258
C 7.03 1.77 3.31 -0.711
C 5.69 2.02 3.52 -1.510
C 4.73 1.42 2.72 -0.221
C 5.09 0.53 1.71 -0.206
N 4.17 -0.05 0.83 -0.085
C 2.80 -0.07 0.98 0.286
N 2.39 -0.22 2.25 0.065
C 1.13 -0.03 2.83 -0.255
C -0.03 0.15 2.09 0.403
C -1.18 0.49 2.83 -0.404
C -1.17 0.59 4.20 -1.405
C -0.02 0.34 4.93 -0.637
C 1.14 0.03 4.24 1.107
O 2.36 -0.22 4.83 -0.363
C 2.61 0.35 6.09 -1.049
N 2.00 0.01 -0.06 0.815
C 2.61 -0.12 -1.34 -1.520
C 3.08 -1.37 -1.74 0.009
C 3.74 -1.52 -2.95 -1.109
C 3.98 -0.41 -3.74 -0.930
C 3.48 0.82 -3.37 -0.769
C 2.73 0.97 -2.21 0.571
O 2.13 2.13 -1.81 0.259
C 1.69 3.04 -2.81 -0.324
H 7.21 -2.46 -0.12 0.284
H 5.50 -2.11 0.26 0.147
H 6.68 -2.37 1.57 0.287
H 8.45 0.66 2.14 0.456
H 7.78 2.25 3.92 0.426
H 5.37 2.70 4.29 0.482
H 3.70 1.70 2.86 0.984
H 4.50 -0.14 -0.13 0.390
H 3.11 -0.41 2.94 0.657
H -2.10 0.70 2.31 0.572
H -2.08 0.86 4.72 0.486
H -0.03 0.39 6.00 0.374
H 2.09 -0.19 6.90 0.334
H 2.32 1.40 6.12 0.418
H 3.68 0.26 6.25 0.299
H 2.91 -2.21 -1.09 0.694
H 4.05 -2.50 -3.28 0.459
H 4.54 -0.50 -4.66 0.405
H 3.67 1.68 -4.00 0.448
H 1.91 4.04 -2.45 -0.179
H 0.61 2.93 -2.96 -0.115
H 2.17 2.87 -3.77 0.518
C 3.47 3.86 0.52 -0.454
Si 1.73 4.62 0.73 0.500
C 1.58 5.23 2.54 -1.299
C 1.71 6.23 -0.31 -1.143
As 0.10 2.97 0.31 0.298
Si -1.76 4.31 -0.15 0.207
C -2.02 5.88 0.92 -1.117
C -1.73 4.85 -2.00 -1.123
C -3.33 3.26 0.17 -0.286
H 4.15 4.16 1.31 0.474
H 3.92 4.15 -0.43 0.427
H 3.41 2.77 0.52 -0.341
H 2.41 5.86 2.84 0.413
H 1.54 4.39 3.23 0.309
H 0.67 5.80 2.68 0.317
H 2.54 6.88 -0.02 0.388
H 0.79 6.80 -0.19 0.247
H 1.82 6.04 -1.38 0.334
H -1.17 6.55 0.88 0.253
H -2.18 5.60 1.96 0.308
H -2.89 6.44 0.59 0.360
H -0.84 5.44 -2.20 0.275
H -2.60 5.44 -2.28 0.431
H -1.71 3.98 -2.65 0.310
H -3.52 3.18 1.24 0.379
H -3.16 2.25 -0.20 -0.518
H -4.21 3.66 -0.31 0.407
Se -0.83 0.17 -2.51 -0.293
C 0.36 -0.22 -3.79 0.387
N 1.06 -0.46 -4.67 -0.704
C -6.76 -1.54 0.32 -1.158
N -5.43 -1.19 0.74 -0.088
N -4.59 -0.45 -0.06 0.723
C -3.29 -0.60 0.38 -0.290
O -2.35 0.05 -0.11 -0.531
C -3.35 -1.54 1.45 -0.407
C -4.66 -1.89 1.62 -0.057
C -5.28 -2.80 2.61 -1.703
C -5.04 0.49 -1.01 -0.479
C -4.45 0.50 -2.27 -0.022
C -4.89 1.41 -3.21 -0.869
C -5.90 2.31 -2.90 -0.510
C -6.47 2.30 -1.64 -0.836
C -6.04 1.40 -0.69 0.282
H -7.08 -0.84 -0.44 0.479
H -7.44 -1.49 1.16 0.351
H -6.80 -2.55 -0.10 0.349
H -2.50 -1.87 2.02 0.774
H -4.52 -3.18 3.28 0.412
H -5.75 -3.65 2.11 0.341
H -6.04 -2.28 3.19 0.353
H -3.65 -0.19 -2.50 0.576
H -4.43 1.42 -4.19 0.464
H -6.25 3.01 -3.64 0.419
H -7.24 3.02 -1.39 0.420
H -6.45 1.42 0.31 0.495
C -0.74 -2.98 -0.77 -1.431
C 0.10 -2.06 0.11 0.931
O 0.95 -2.54 0.84 -0.547
H -0.68 -4.00 -0.38 0.459
H -0.31 -2.97 -1.77 0.232
H -1.77 -2.66 -0.83 0.105
```

Its electronic energy is -7632.6302 Eh. As for the HOMO energy (spin up / spin down): -0.2450 / -0.2268 Eh. Its strongest force on any atom is 1.6 eV/Å. The value obtained for the HOMO-LUMO gap (spin up / spin down) is 6.959 / 5.060 eV. As for the spin multiplicity: 4. As for the expectation value of S²: 3.7720.